1.
# C3H7NO2

A cluster of 2 separate species, C3H7NO2 in total at a distorted geometry (ωB97M-V with the def2-TZVPD basis set, the OMol25 dataset).

The geometry in ORCA input format:
```
! RIJCOSX wB97M-V def2-TZVPD def2/J DEFGRID3
* xyz 0 1
O 0.82096 0.95811 1.58856
C -0.16180 1.33695 1.00992
C -1.47913 0.64746 1.14184
H -0.19061 2.35153 0.57412
H -2.31464 0.90845 0.50179
H -1.36125 -0.43214 1.11246
H -1.75759 0.96416 2.16064
C 0.28427 -1.06192 -1.66992
N 1.40336 -1.03738 -0.92386
O -0.84998 -0.78685 -1.33712
H 0.45514 -1.45073 -2.69682
H 2.07923 -1.76376 -1.09106
H 1.28302 -0.68562 0.01792
*
```

Summary:
- Largest force on an atom: 1.86 eV/Å
- HOMO-LUMO gap: 11.0 eV
- DFT total energy: -323.7323 hartree
- SMILES: CC=O.NC=O
- HOMO energy: -0.3664 Ha

---

2.
# C39H26Cl2IN7O8V

A structure of composition C39H26Cl2IN7O8V at a distorted geometry (ωB97M-V with the def2-TZVPD basis set, the OMol25 dataset).

The geometry in ORCA input format:
```
! RIJCOSX wB97M-V def2-TZVPD def2/J DEFGRID3
* xyz -2 4
V 0.50071 0.58597 0.02137
Cl 4.05884 3.86922 -4.76541
C 3.05159 3.53614 -3.37306
C 3.07713 2.25945 -2.83445
C 2.30930 1.95696 -1.72054
N 2.29849 0.68125 -1.05647
C 3.50698 0.11092 -0.85239
O 4.62265 0.56064 -1.14899
C 3.54158 -1.25361 -0.15375
C 4.78659 -1.85860 0.01116
C 4.85216 -3.10215 0.61617
C 3.67876 -3.70770 1.05002
C 2.49003 -3.02647 0.85232
N 2.42073 -1.83314 0.26256
C 1.50915 2.95615 -1.14530
C 1.48393 4.23149 -1.68702
C 2.25800 4.52079 -2.80030
Cl 2.20876 6.14328 -3.44737
N 0.75853 2.51504 -0.03792
C 0.34876 3.28267 0.97672
O 0.62827 4.45222 1.22889
C -0.60105 2.52411 1.89139
C -1.09031 3.12446 3.03080
C -2.04479 2.45661 3.78298
C -2.51283 1.23714 3.33188
C -1.96284 0.70262 2.17898
N -1.00228 1.30955 1.48504
H 3.70017 1.50829 -3.28901
H 5.65939 -1.33177 -0.34041
H 5.80797 -3.59551 0.74927
H 3.68073 -4.68173 1.52678
H 1.54428 -3.45844 1.18511
H 0.86500 4.99506 -1.24020
H -0.71914 4.10683 3.28478
H -2.43248 2.89431 4.69696
H -3.28789 0.69593 3.85891
H -2.31830 -0.24048 1.77953
C 2.74647 1.68386 3.61117
C 1.85169 0.50326 3.83263
N 1.61728 0.06701 5.04394
C 0.79153 -1.00392 5.20988
C 0.19056 -1.67238 4.17940
C -0.75867 -2.78984 4.47892
O -0.18143 -4.04342 4.06727
C 0.41831 -1.22385 2.86667
C -0.20584 -1.92488 1.73525
N -0.28767 -1.54926 0.52754
C -1.07383 -2.38979 -0.34028
C -2.24719 -2.95184 0.16843
C -3.06737 -3.77834 -0.58018
C -2.73751 -4.05651 -1.89555
C -1.60071 -3.48127 -2.43689
C -0.77237 -2.64829 -1.68669
I 0.86151 -1.88247 -2.74148
C 1.24680 -0.11792 2.69000
O 1.44165 0.33152 1.50614
H 3.07709 2.06575 4.57497
H 2.23283 2.47494 3.05919
H 3.61290 1.40225 3.00673
H 0.61064 -1.31758 6.23392
H -1.70399 -2.62337 3.95301
H -0.97055 -2.79567 5.54764
H -0.84984 -4.72692 4.16402
H -0.61251 -2.90250 1.98193
H -2.54929 -2.68787 1.17795
H -3.97221 -4.17860 -0.13856
H -3.36899 -4.68990 -2.50757
H -1.34694 -3.66496 -3.47154
O -2.18999 2.29223 -0.78290
C -1.79118 1.46823 -1.58549
O -0.72998 0.64878 -1.36112
C -2.45392 1.30294 -2.89993
C -3.49455 2.16268 -3.29789
C -4.15989 1.98698 -4.49302
C -3.80762 0.91294 -5.35070
C -2.75282 0.05605 -4.96820
C -2.10151 0.26317 -3.77013
N -4.48577 0.69837 -6.53287
O -4.14282 -0.29811 -7.28176
O -5.45443 1.48946 -6.85739
H -3.76619 2.96850 -2.62773
H -4.95818 2.64514 -4.80204
H -2.48225 -0.75269 -5.63118
H -1.29777 -0.39946 -3.48456
*
```

Summary:
- Largest force on an atom: 4.04 eV/Å
- HOMO-LUMO gap (spin up / spin down): 3.5 / 6.4 eV
- DFT total energy: -4649.2594 hartree
- HOMO energy (spin up / spin down): -0.0100 / -0.1178 Ha

---

3.
# C32H56BGeN6OPt

A structure of composition C32H56BGeN6OPt (ωB97M-V with the def2-TZVPD basis set, the OMol25 dataset).

The geometry in ORCA input format:
```
! RIJCOSX wB97M-V def2-TZVPD def2/J DEFGRID3
* xyz -1 3
Pt 0.17062 -0.28587 0.45067
C -1.30988 -3.42621 1.19355
C -2.63128 -2.66765 1.32068
C -2.86967 -2.16834 2.75168
C -2.83401 -1.57361 0.29507
C -4.01094 -1.46990 -0.45647
C -3.83324 -0.41505 -1.32201
C -4.81112 -0.08128 -2.42169
C -4.29623 -0.57080 -3.78122
C -5.32170 1.36132 -2.47916
N -2.61409 0.11711 -1.06128
N -1.99408 -0.60750 -0.08005
B -1.87962 1.24535 -1.85542
N -1.38022 2.41243 -0.97623
N -0.24511 2.22747 -0.27949
C 0.09119 3.38935 0.24369
C -0.84757 4.37522 -0.12562
C -1.77306 3.71194 -0.91211
C -3.02604 4.27240 -1.52457
C -2.75388 5.60915 -2.22032
C -4.12251 4.42641 -0.46270
C 1.34876 3.49934 1.05672
C 2.57505 3.39714 0.14094
C 1.37789 4.78134 1.87975
N -0.67457 0.61741 -2.62678
N 0.10182 -0.31596 -2.00359
C 0.93245 -0.80606 -2.91684
C 0.72672 -0.15160 -4.13691
C -0.27273 0.77938 -3.91064
C -0.60121 1.85146 -4.94050
C -1.82380 2.75235 -4.76759
C 0.63380 2.75812 -5.07994
C 1.98423 -1.85680 -2.67074
C 1.50343 -2.97391 -1.74133
C 3.28137 -1.21827 -2.15658
H -1.23331 -4.17891 1.98523
H -0.46397 -2.74487 1.27735
H -1.24263 -3.93333 0.22663
H -3.43314 -3.37486 1.09485
H -2.11326 -1.43617 3.03089
H -2.81723 -3.00514 3.45673
H -3.85545 -1.70341 2.84054
H -4.87394 -2.11663 -0.39688
H -5.67796 -0.69702 -2.17638
H -3.33793 -0.11076 -4.02146
H -5.01059 -0.33377 -4.57602
H -4.14420 -1.65204 -3.76070
H -4.60983 2.02197 -2.96815
H -5.51413 1.74931 -1.47571
H -6.25603 1.39950 -3.04675
H -2.66514 1.66526 -2.63382
H -0.86143 5.41850 0.15519
H -3.38580 3.56961 -2.27203
H -2.45798 6.36833 -1.49160
H -3.65003 5.96439 -2.73740
H -1.94711 5.51281 -2.95019
H -3.79262 5.11322 0.32147
H -4.34220 3.46413 0.00591
H -5.04510 4.81821 -0.90496
H 1.36206 2.64437 1.73675
H 2.61778 4.26227 -0.52925
H 2.51267 2.49146 -0.46586
H 3.50156 3.36304 0.72344
H 1.40977 5.66139 1.22800
H 2.26546 4.80428 2.51748
H 0.49546 4.85954 2.51982
H 1.26346 -0.31313 -5.06198
H -0.72296 1.31363 -5.88389
H -1.73291 3.36551 -3.86934
H -2.75696 2.19634 -4.71581
H -1.88248 3.42413 -5.62877
H 0.81816 3.27842 -4.13500
H 0.47204 3.50676 -5.86206
H 1.52603 2.18268 -5.32548
H 2.19389 -2.28535 -3.65336
H 1.26244 -2.56554 -0.75857
H 2.28365 -3.73232 -1.61849
H 0.60715 -3.45669 -2.13857
H 3.12005 -0.80605 -1.16002
H 3.60634 -0.41203 -2.81877
H 4.08154 -1.96348 -2.09722
O -0.30321 1.11821 2.92882
C -0.31076 0.11763 2.33634
C 2.47319 -3.40506 1.92146
Ge 3.13386 -1.55230 1.94549
C 3.33611 -1.11810 3.86586
C 4.99691 -1.63840 1.27061
C 2.10571 -0.24905 1.00363
H 3.17791 -4.02678 2.48169
H 2.39017 -3.79747 0.90447
H 1.49047 -3.47404 2.39589
H 4.01371 -1.82995 4.34761
H 2.36600 -1.15598 4.36986
H 3.74287 -0.10983 3.98519
H 5.51313 -2.51406 1.67848
H 5.54883 -0.74245 1.57191
H 5.01706 -1.69898 0.17873
H 2.61092 0.72575 1.01801
*
```

Summary:
- Largest force on an atom: 0.62 eV/Å
- HOMO-LUMO gap (spin up / spin down): 5.4 / 6.8 eV
- DFT total energy: -3877.8904 hartree
- HOMO energy (spin up / spin down): -0.1024 / -0.1549 Ha

---

4.
# CH3IOS2

The molecule CH3IOS2 at a distorted geometry (ωB97M-V with the def2-TZVPD basis set, the OMol25 dataset).

The geometry in ORCA input format:
```
! RIJCOSX wB97M-V def2-TZVPD def2/J DEFGRID3
* xyz 0 1
C -0.93135 -0.56818 -0.62102
O 0.05040 -0.89701 0.39087
S 0.23557 -0.13294 1.83634
S 1.12839 1.94665 1.00231
I 2.91765 1.23666 -0.30269
H -0.79753 0.41556 -1.13330
H -1.82181 -0.52758 -0.03763
H -0.78132 -1.47318 -1.13488
*
```

Summary:
- Largest force on an atom: 3.20 eV/Å
- HOMO-LUMO gap: 7.8 eV
- DFT total energy: -1209.1462 hartree
- SMILES: COSSI
- HOMO energy: -0.3226 Ha

---

5.
# C5H26N2O7

A cluster of 7 separate species, C5H26N2O7 in total at a distorted geometry (ωB97M-V with the def2-TZVPD basis set, the OMol25 dataset).

The geometry in ORCA input format:
```
! RIJCOSX wB97M-V def2-TZVPD def2/J DEFGRID3
* xyz 0 1
C 1.22378 0.49203 -1.15955
N 1.30318 -0.93802 -1.36411
C 1.09530 -1.40283 -2.75845
C -0.09721 -2.25845 -3.05889
C -1.33658 -1.44709 -3.62297
O -1.28179 -0.19059 -3.04066
C 0.20063 0.98481 -0.10857
N -1.22733 0.73483 -0.27154
H 1.02533 0.94525 -2.14508
H 2.16888 0.91677 -0.84529
H 0.84016 -1.60625 -0.76199
H 1.18441 -0.65864 -3.54629
H 2.01781 -1.94438 -3.02981
H -0.00112 -3.18784 -3.59280
H -0.57216 -2.60905 -2.11175
H -2.34377 -1.81938 -3.56325
H -1.26893 -1.42178 -4.74739
H -1.55360 0.01891 -2.11789
H 0.37470 2.07568 -0.14037
H 0.62126 0.81875 0.91590
H -1.67702 1.63433 -0.10473
H -1.57293 0.07151 0.40458
H -2.69256 -0.93789 1.88241
H -1.55698 -0.78026 3.00613
O -1.83495 -1.23616 2.18912
H -0.97493 0.53562 4.22327
H -2.46401 0.80403 4.28724
O -1.79909 0.18671 4.61247
H 2.27951 -0.56783 4.30379
H 2.83422 0.07869 2.97740
O 2.36378 0.24266 3.80783
H 2.47662 -0.83629 0.96422
H 3.70020 -0.66324 0.17031
O 3.43037 -0.75464 1.09122
H 0.00875 1.24346 2.67538
H 1.07666 1.59036 3.75662
O 0.17341 1.79051 3.44351
H -2.72416 3.42175 -0.38355
H -1.57968 3.08271 -1.49994
O -1.84015 3.59119 -0.73651
*
```

Summary:
- Largest force on an atom: 4.11 eV/Å
- HOMO-LUMO gap: 8.9 eV
- DFT total energy: -842.2215 hartree
- SMILES: NCCNCCCO.O.O.O.O.O.O
- HOMO energy: -0.3172 Ha

---

6.
# C13H28CrI2N7O4P

A structure of composition C13H28CrI2N7O4P (ωB97M-V with the def2-TZVPD basis set, the OMol25 dataset).

The geometry in ORCA input format:
```
! RIJCOSX wB97M-V def2-TZVPD def2/J DEFGRID3
* xyz 3 4
Cr -0.10179 0.10396 -0.35857
C -0.85155 -1.98100 -2.43313
C -0.03918 -0.90927 -3.11470
N 0.98291 -0.36342 -2.16810
C 1.55349 0.87826 -2.74970
C 0.58064 1.99592 -2.50190
C 0.54876 3.17943 -3.21169
C -0.36820 4.15345 -2.84087
C -1.22534 3.92940 -1.76933
C -1.14088 2.72720 -1.10090
C -1.94500 2.36338 0.11738
N -1.99471 0.88038 0.20869
C -2.96012 0.32654 -0.78854
C -2.76121 -1.16661 -0.92888
N -1.31140 -1.47356 -1.10830
N -0.26808 1.77959 -1.48432
H -0.23380 -2.86183 -2.25427
H -1.69294 -2.29077 -3.05229
H -0.68193 -0.07759 -3.40902
H 0.44419 -1.28755 -4.01715
H 1.72902 -1.05067 -2.06096
H 1.75548 0.75272 -3.81488
H 2.49302 1.11034 -2.25107
H 1.22831 3.33774 -4.03808
H -0.41564 5.08747 -3.38529
H -1.94270 4.67799 -1.46157
H -2.94733 2.79351 0.07828
H -1.44831 2.74708 1.01089
H -2.28606 0.62082 1.14793
H -2.76286 0.82550 -1.73842
H -3.98540 0.56375 -0.49927
H -3.35055 -1.55552 -1.75876
H -3.10168 -1.67543 -0.02614
H -1.08722 -2.19154 -0.42800
I 2.65201 -3.33296 -0.80275
I 4.40526 -5.25727 -1.33352
O 3.25115 1.83367 0.83215
N 2.35471 1.63666 0.06947
O 1.36506 0.93519 0.60479
N 2.65063 0.34496 3.29821
C 2.30464 -0.99570 2.71435
P 0.46748 -1.10348 2.62955
O -0.05078 -0.01568 3.51150
O -0.01903 -1.26258 1.19272
C -0.05078 -2.66735 3.49439
N -0.72761 -2.26342 4.78162
H 1.87079 0.68452 3.87733
H 2.78009 1.04530 2.54340
H 3.50766 0.31769 3.85307
H 2.71933 -1.77834 3.34775
H 2.75059 -1.08892 1.72673
H 0.77386 -3.33970 3.72049
H -0.76204 -3.20890 2.87597
H -1.66380 -2.66071 4.87343
H -0.79009 -1.22290 4.77148
H -0.20108 -2.54976 5.60884
*
```

Summary:
- Largest force on an atom: 0.48 eV/Å
- HOMO-LUMO gap (spin up / spin down): 7.6 / 7.5 eV
- DFT total energy: -3176.8601 hartree
- HOMO energy (spin up / spin down): -0.5955 / -0.5955 Ha

---

> Which of these has the highest DFT total energy?

C3H7NO2

---

> Which of these has the lowest largest force on an atom?

C13H28CrI2N7O4P